Molecular formula: C30H43N8O13
Method: DFT, the ωB97M-V functional and the def2-TZVPD basis

XYZ file:
```
94
C30H43N8O13 the ωB97M-V functional and the def2-TZVPD basis
N 23.528 -32.871 28.822
O 23.658 -32.408 29.875
O 22.806 -33.921 28.856
O 24.020 -32.498 27.751
C 19.610 -33.951 30.904
C 19.652 -32.804 31.795
C 18.476 -32.390 32.654
C 17.279 -33.322 32.673
C 17.235 -34.504 31.788
C 18.461 -34.784 30.859
N 16.254 -32.906 33.657
O 16.467 -32.061 34.485
O 15.162 -33.567 33.570
H 20.459 -34.237 30.186
H 20.658 -32.059 31.739
H 18.480 -31.367 32.885
H 16.331 -35.240 31.728
H 18.382 -35.648 30.081
C 28.755 -32.977 28.193
C 29.831 -33.936 28.567
C 29.482 -34.904 29.752
C 28.099 -34.905 30.393
C 26.966 -33.953 29.859
C 27.443 -33.142 28.617
N 27.952 -35.937 31.418
O 26.855 -36.212 31.916
O 29.009 -36.409 31.917
H 28.863 -32.405 27.367
H 30.985 -33.845 28.202
H 30.232 -35.756 29.957
H 25.931 -33.957 30.417
H 26.615 -32.284 28.373
C 23.250 -29.729 32.361
C 22.041 -29.081 32.858
C 22.079 -27.905 33.941
C 23.476 -27.369 34.249
C 24.745 -28.038 33.736
C 24.548 -29.344 32.846
N 23.551 -26.218 35.255
O 22.501 -25.646 35.627
O 24.655 -25.902 35.502
H 23.397 -30.552 31.860
H 21.033 -29.470 32.640
H 21.336 -27.436 34.345
H 25.697 -27.985 34.310
H 25.307 -29.818 32.276
C 25.832 -29.595 28.996
O 26.076 -29.016 30.058
N 25.908 -28.937 27.847
C 25.816 -29.593 26.580
C 26.183 -27.391 27.805
H 25.560 -30.688 28.940
H 25.071 -28.985 26.095
H 25.150 -30.413 26.862
H 26.668 -30.084 26.079
H 25.845 -27.028 28.644
H 25.615 -27.026 26.986
H 27.274 -27.241 27.658
C 18.449 -32.227 26.232
O 18.575 -33.435 26.475
N 19.047 -31.241 26.934
C 18.615 -29.816 26.835
C 20.021 -31.541 27.945
H 17.844 -31.885 25.415
H 18.614 -29.560 25.778
H 19.509 -29.208 27.324
H 17.641 -29.355 27.141
H 19.708 -32.049 28.931
H 20.674 -30.653 28.180
H 20.670 -32.379 27.532
C 22.964 -33.624 33.332
O 22.317 -32.665 33.801
N 23.314 -34.705 34.099
C 24.167 -35.839 33.581
C 23.100 -34.754 35.602
H 23.286 -33.785 32.429
H 24.175 -36.705 34.120
H 25.193 -35.411 33.397
H 24.070 -36.313 32.718
H 22.194 -35.057 35.761
H 23.311 -33.739 36.121
H 23.783 -35.516 36.256
C 25.114 -32.904 24.365
O 25.896 -32.523 23.392
N 24.174 -33.749 24.190
C 23.428 -34.152 25.354
C 23.998 -34.482 22.940
H 25.501 -32.716 25.394
H 22.818 -33.262 25.686
H 24.134 -34.291 26.186
H 22.862 -35.135 25.409
H 23.893 -33.969 21.887
H 23.055 -35.041 22.737
H 24.643 -35.095 22.758
```

- Orbital gap: 0.2487 hartree
- HOMO level: -6.11 eV
- DFT total energy: -70319.868 eV
- Total charge: -1
- LUMO: 0.7 eV